Record 1
The following is a quantum chemistry calculation of a cluster of 9 separate species, C30H46N6O22 in total at a distorted geometry, from the OMol25 dataset.

XYZ file:
```
104
Properties=species:S:1:pos:R:3
C -4.689 -0.682 1.009
N -6.160 -0.616 0.521
O -6.722 0.435 0.858
O -6.641 -1.670 0.142
H -4.513 -1.657 1.463
H -4.464 0.099 1.736
H -4.020 -0.570 0.156
C 2.724 3.973 0.523
N 3.965 3.250 0.758
O 4.887 3.855 1.275
O 3.976 2.128 0.269
H 1.820 3.384 0.682
H 2.774 4.218 -0.538
H 2.658 4.860 1.153
C -1.250 2.359 6.056
N -0.372 1.345 5.450
O 0.081 0.481 6.220
O -0.006 1.455 4.294
H -0.785 3.345 6.071
H -1.608 2.128 7.059
H -2.043 2.299 5.311
C 4.046 1.523 -3.083
N 3.089 1.674 -4.292
O 2.928 0.719 -5.024
O 2.327 2.670 -4.264
H 4.982 1.245 -3.568
H 3.596 0.694 -2.537
H 4.026 2.455 -2.518
C 3.382 -0.836 4.714
C 3.793 -0.874 3.220
C 5.350 -0.808 3.032
O 5.966 0.266 3.761
C 5.629 1.513 3.145
N 3.222 -1.963 2.544
H 3.630 -1.802 5.155
H 2.332 -0.552 4.781
H 3.973 -0.046 5.176
H 3.450 -0.075 2.563
H 5.541 -0.803 1.959
H 5.682 -1.728 3.512
H 4.600 1.729 3.434
H 5.777 1.449 2.067
H 6.222 2.376 3.448
H 2.267 -2.056 2.857
H 3.142 -1.820 1.547
C -2.626 -1.111 -5.890
C -1.121 -1.252 -5.764
C -0.408 0.080 -6.044
O -0.689 0.454 -7.388
C 0.002 1.518 -7.930
N -0.828 -1.801 -4.474
H -3.119 -0.427 -5.199
H -3.164 -2.059 -5.900
H -2.881 -0.694 -6.865
H -0.829 -1.854 -6.624
H 0.630 -0.109 -5.773
H -0.840 0.839 -5.391
H 1.057 1.296 -8.095
H 0.025 2.294 -7.164
H -0.557 2.010 -8.725
H -1.415 -2.621 -4.417
H 0.122 -2.117 -4.609
C -4.420 1.710 4.158
C -5.259 2.368 3.405
C -6.760 2.342 3.519
O -7.532 2.985 2.811
C -7.204 1.469 4.624
C -6.356 0.660 5.301
C -4.856 0.800 5.222
O -3.988 0.226 5.952
O -6.875 -0.219 6.245
O -4.695 3.219 2.457
H -3.381 1.798 3.876
H -8.256 1.349 4.838
H -6.237 -0.823 6.633
H -5.402 3.548 1.897
C 2.016 -3.296 -2.543
C 1.611 -4.143 -3.507
C 1.358 -5.564 -3.278
O 0.880 -6.321 -4.154
C 1.483 -5.982 -1.857
C 1.980 -5.127 -0.910
C 2.132 -3.639 -1.102
O 2.427 -2.788 -0.257
O 2.194 -5.646 0.338
O 1.378 -3.652 -4.770
H 2.199 -2.284 -2.872
H 1.377 -7.016 -1.563
H 2.608 -4.958 0.864
H 0.991 -4.274 -5.391
C 0.880 0.277 -0.357
C 0.297 0.659 0.734
C -1.136 1.152 0.884
O -1.721 1.631 1.850
C -1.719 1.048 -0.444
C -1.056 0.689 -1.641
C 0.320 0.241 -1.649
O 0.983 -0.062 -2.627
O -1.584 0.730 -2.896
O 0.944 0.653 1.923
H 1.919 0.007 -0.239
H -2.780 1.247 -0.490
H -1.121 0.106 -3.459
H 0.436 1.062 2.628
```

Output
HOMO-LUMO gap (alpha / beta): 0.245 / 0.126 hartree
Spin multiplicity: 2
Net charge: +1

Atom charges from the Löwdin analysis, given in e for atoms 1 to 4: C 0.0598; N -0.3908; O 0.0496; O 0.0790


Record 2
The following is a quantum chemistry calculation of a structure of composition C30H46O3P2Tm at a distorted geometry, from the OMol25 dataset.

XYZ file:
```
82
Properties=species:S:1:pos:R:3
Tm -0.384 -0.369 -0.202
C -2.374 -1.138 1.529
C -2.847 -0.415 0.395
C -1.995 -2.430 -0.335
C -1.834 -2.371 1.078
C -2.629 -1.227 -0.762
C -2.544 -0.786 2.966
H -2.594 0.297 3.122
H -1.742 -1.196 3.585
H -3.479 -1.199 3.368
C -1.330 -3.483 1.923
H -1.186 -3.172 2.957
H -0.376 -3.872 1.542
H -2.040 -4.318 1.942
C -1.731 -3.631 -1.160
H -2.530 -4.382 -1.092
H -0.809 -4.135 -0.837
H -1.625 -3.373 -2.219
C -3.028 -0.918 -2.155
H -4.078 -1.147 -2.366
H -2.436 -1.499 -2.870
H -2.902 0.146 -2.380
C -3.508 0.920 0.392
H -4.572 0.856 0.131
H -3.071 1.602 -0.357
H -3.465 1.410 1.375
C 2.294 2.071 0.963
C 1.732 2.951 1.923
C 1.488 4.384 1.668
C 0.764 4.702 0.338
C 0.001 3.539 -0.287
C 0.661 3.046 -1.568
C 2.214 2.852 -1.525
C 3.017 2.610 -0.243
H 2.440 4.936 1.675
H 1.469 5.162 -0.365
H 0.855 4.780 2.475
H 3.554 3.553 -0.041
H 2.673 1.089 1.288
H 1.813 2.686 2.988
H 3.812 1.874 -0.494
H 2.598 2.122 -2.258
H 0.556 3.807 -2.405
H 2.542 3.829 -1.903
H 0.004 5.479 0.557
H -1.000 3.977 -0.533
P -0.381 1.036 2.558
C 0.895 0.407 3.723
C -1.212 2.647 2.985
P -0.499 1.685 -2.175
C 0.526 1.696 1.133
C -1.846 2.536 -3.053
C 0.504 0.892 -3.402
H 1.079 -0.660 3.493
H 0.489 0.479 4.753
H 1.875 0.913 3.682
H -0.993 3.448 2.260
H -0.937 2.980 4.003
H -2.294 2.441 2.948
H 1.613 0.762 -3.221
H 0.365 1.440 -4.352
H 0.058 -0.129 -3.531
H 0.908 0.925 0.292
H -0.046 2.680 0.532
H -2.494 1.747 -3.423
H -1.514 3.114 -3.933
H -2.491 3.213 -2.454
O 1.305 -3.642 -2.996
C 2.064 -4.146 -2.011
C 2.618 -5.412 -2.208
C 3.144 -6.097 -1.120
C 3.106 -5.565 0.177
C 2.619 -4.271 0.386
C 2.174 -3.520 -0.725
C 1.516 -2.243 -0.520
O 1.331 -1.680 0.629
O 0.936 -1.664 -1.548
H 1.049 -2.730 -2.655
H 2.553 -5.851 -3.202
H 3.573 -7.085 -1.277
H 3.451 -6.145 1.044
H 2.576 -3.819 1.387
```

Output
HOMO-LUMO gap (alpha / beta): 0.247 / 0.248 hartree
Spin multiplicity: 3
Net charge: +1

Atom charges from the Löwdin analysis, given in e for atoms 1 to 4: Tm 1.3216; C -0.3076; C -0.3292; C -0.3002


Record 3
The following is a quantum chemistry calculation of a structure of composition C30H47AsN4PdS3, from the OMol25 dataset.

XYZ file:
```
86
Properties=species:S:1:pos:R:3
Pd -0.539 -0.226 -0.788
C -1.591 1.092 -4.095
C -2.827 0.518 -3.427
S -2.677 0.134 -1.642
C -3.378 -1.548 -1.621
C -2.660 -2.565 -2.490
S -0.866 -2.695 -2.169
C -0.168 -2.627 -3.844
C -0.447 -1.391 -4.694
S -0.041 0.180 -3.878
H -1.375 2.090 -3.723
H -1.800 1.195 -5.160
H -3.134 -0.400 -3.921
H -3.656 1.220 -3.515
H -4.425 -1.467 -1.914
H -3.324 -1.826 -0.570
H -2.785 -2.352 -3.549
H -3.108 -3.542 -2.312
H -0.509 -3.508 -4.389
H 0.904 -2.758 -3.686
H -1.490 -1.357 -5.006
H 0.143 -1.476 -5.606
C -0.538 -4.500 3.229
C -0.466 -4.551 1.715
N -0.736 -3.221 1.187
C -1.582 -2.310 1.745
N -1.810 -1.189 1.092
C -2.591 -0.190 1.806
C -3.749 -0.827 2.557
C -3.175 -1.805 3.557
N -2.116 -2.616 2.953
C -1.866 -3.894 3.627
H 0.283 -3.901 3.622
H -0.452 -5.501 3.651
H -1.185 -5.281 1.331
H 0.523 -4.860 1.380
H -0.300 -2.932 0.332
H -2.965 0.543 1.094
H -1.955 0.352 2.523
H -4.398 -1.349 1.850
H -4.351 -0.076 3.069
H -3.950 -2.479 3.923
H -2.770 -1.274 4.421
H -2.678 -4.593 3.400
H -1.891 -3.708 4.701
C 1.834 -0.946 2.973
C 2.781 -0.848 1.827
C 4.139 -0.890 2.022
C 5.010 -0.804 0.933
C 4.531 -0.687 -0.381
C 3.194 -0.626 -0.645
C 2.672 -0.502 -2.036
C 2.252 -0.673 0.469
N 0.972 -0.534 0.392
H 2.370 -1.132 3.903
H 1.112 -1.739 2.792
H 1.251 -0.028 3.072
H 4.541 -0.992 3.024
H 6.081 -0.838 1.102
H 5.241 -0.653 -1.201
H 3.420 -0.800 -2.771
H 2.389 0.535 -2.245
H 1.774 -1.099 -2.157
C 0.028 3.448 -1.972
As 0.065 2.180 -0.495
C -1.137 3.066 0.745
C 1.831 2.494 0.323
C 2.168 3.944 0.449
C 1.770 4.674 1.568
C 2.070 6.024 1.673
C 2.770 6.663 0.659
C 3.178 5.944 -0.456
C 2.876 4.594 -0.561
H 0.441 4.395 -1.624
H -1.003 3.609 -2.277
H 0.616 3.087 -2.815
H -0.854 4.114 0.825
H -1.074 2.593 1.723
H -2.159 2.991 0.378
H 2.569 1.970 -0.285
H 1.788 2.003 1.299
H 1.243 4.177 2.377
H 1.765 6.576 2.553
H 3.005 7.716 0.742
H 3.740 6.434 -1.241
H 3.210 4.034 -1.430
```

Output
Energy above the lowest of the compared OMol25 structures with the same formula, charge and spin: 42.7 kJ/mol
HOMO-LUMO gap: 0.197 hartree
Spin multiplicity: 1
Net charge: +2

Atom charges from the Löwdin analysis, given in e for atoms 1 to 4: Pd 0.4190; C -0.5052; C -0.4399; S 0.8391


Look up the spin multiplicity of the third one. 1